Here is a structure of composition C13H18CeClIN2O2P from the Open Molecules 2025 dataset. Energies are from wB97M-V/def2-TZVPD.

Summary:
Kohn-Sham gap (spin up / spin down): 6.9 / 7.0 eV
multiplicity: 2
F_max: 5.58 eV/Å
expectation value of S²: 0.75
net charge: +2
molecular weight: 567.746 g/mol

Cartesian coordinates (Å):
C (0.48, 0.12, 7.30)
H (2.59, 0.66, -4.15)
C (-1.22, 1.26, -3.51)
C (-0.09, 1.04, 5.10)
H (-0.21, 1.90, 4.39)
H (0.77, 0.31, 8.33)
H (0.34, 2.24, 6.83)
H (1.79, 2.16, -3.58)
C (0.01, -1.04, -4.82)
H (-1.99, 0.72, -2.95)
Cl (-3.32, 0.87, 0.96)
N (-0.58, -2.49, 4.84)
C (-0.22, -1.26, -1.34)
H (-1.02, 2.22, -3.02)
C (0.87, -0.50, -2.07)
H (0.59, -2.07, 7.47)
C (1.68, 1.28, -4.22)
H (-0.39, -2.21, -1.86)
C (-0.30, -0.28, 4.70)
C (1.11, 0.02, 1.73)
Ce (-1.14, 1.15, 2.20)
H (0.11, -1.47, -0.31)
H (0.82, -1.77, -4.75)
H (-1.59, 1.46, -4.53)
H (-1.17, -0.71, -1.27)
I (0.84, 1.83, -0.81)
C (0.36, -1.20, 6.83)
N (-1.07, -0.73, 3.60)
H (-0.02, -0.60, -5.83)
C (0.25, 1.22, 6.45)
O (2.07, -0.83, -2.04)
O (2.11, -0.57, 1.78)
H (1.50, 1.59, -5.26)
C (-1.19, -2.07, 3.71)
C (-0.04, -1.38, 5.53)
P (0.29, 0.32, -3.69)
H (-0.95, -1.54, -4.61)
H (-0.55, -3.47, 5.14)
H (-1.73, -2.70, 3.01)